(1)
Computed, not measured: 3 unconnected molecules or ions with the total composition C17H27BrFNO8S2, with ωB97M-V/def2-TZVPD.

Each line ends with the Mulliken charge.
Cartesian coordinates (Å):
Br: -2.35 2.71 -5.07  -0.16
S: -2.49 3.67 0.23  1.25
S: 1.60 -6.43 3.23  1.15
F: 3.40 -0.91 -3.32  -0.21
O: 0.94 -7.57 2.63  -0.65
O: 4.90 -1.86 -2.01  -0.41
O: 0.17 -2.23 -0.45  -0.57
O: 1.81 -6.39 4.65  -0.68
O: -1.06 3.50 0.13  -0.66
O: -0.98 -0.43 -1.17  -0.39
O: 2.84 -1.34 0.52  -0.43
O: -3.30 3.66 -0.96  -0.67
N: 3.61 -0.09 -1.23  -0.26
C: 4.06 -1.04 -2.16  0.58
C: -0.47 3.70 -3.23  -1.10
C: 2.78 -5.21 1.23  -0.74
C: 1.18 0.03 -0.49  0.71
C: -2.87 5.15 1.17  -0.82
C: -4.02 4.72 2.08  -0.57
C: 3.15 -6.16 2.37  -0.74
C: -1.49 1.39 -2.69  -0.45
C: -3.17 2.50 1.41  -0.68
C: -0.45 0.40 -2.24  -0.21
C: 2.58 -0.54 -0.34  -0.22
C: -0.94 2.35 -3.76  -0.06
C: 0.11 -1.06 -0.66  0.24
C: -3.64 3.33 2.61  -0.66
C: 1.84 -4.17 1.84  0.07
C: 0.84 1.00 -1.65  -0.36
C: 0.80 -4.93 2.67  -0.69
H: 0.96 0.51 0.46  0.40
H: 3.39 0.79 -1.67  0.36
H: 2.41 -3.49 2.48  0.30
H: -2.39 1.78 1.67  0.33
H: -0.13 1.86 -4.30  0.37
H: -3.99 1.98 0.91  0.40
H: 3.83 -5.69 3.08  0.35
H: -3.12 5.95 0.47  0.40
H: -4.48 2.85 3.10  0.34
H: 3.67 -4.75 0.79  0.37
H: -2.31 0.83 -3.14  0.63
H: 0.47 -4.38 3.55  0.38
H: -1.98 5.41 1.74  0.37
H: -0.20 -0.29 -3.05  0.27
H: 1.36 -3.56 1.07  -0.20
H: -1.88 1.91 -1.82  -0.26
H: -2.84 3.42 3.34  0.31
H: -4.17 5.44 2.88  0.37
H: -1.28 4.22 -2.74  0.27
H: -0.10 4.30 -4.06  0.44
H: -4.94 4.66 1.50  0.29
H: -0.06 -5.22 2.08  0.37
H: 1.59 1.07 -2.43  0.71
H: 2.27 -5.77 0.44  0.33
H: 3.55 -7.12 2.05  0.42
H: 0.63 1.97 -1.20  -0.19
H: 0.35 3.58 -2.51  0.25

The energy above the lowest of the compared OMol25 structures with the same formula, charge and spin is 0.000 eV. The value obtained for the LUMO energy is 0.00162 Ha. As for the HOMO-LUMO gap: 9.97 eV. The value obtained for the HOMO energy is -0.3648 hartree. The total energy is -130367.3301 eV.



(2)
Computed, not measured: 7 unconnected molecules or ions with the total composition C17H27Cl18NO3P2S at a distorted geometry, with ωB97M-V/def2-TZVPD.

Each line ends with the Mulliken charge.
Cartesian coordinates (Å):
Cl: 3.26 -0.15 6.40  -0.14
Cl: -6.87 3.80 -2.17  -0.13
Cl: -5.08 4.59 2.94  -0.10
Cl: -2.70 -2.17 2.19  -0.06
Cl: 6.00 0.78 6.65  -0.14
Cl: -3.14 6.56 3.83  -0.14
Cl: -2.32 4.41 2.05  -0.02
Cl: -1.76 -4.66 0.99  -0.08
Cl: -3.19 -1.55 -3.91  -0.11
Cl: 5.46 -1.93 5.74  -0.13
Cl: 2.93 -4.85 0.48  -0.09
Cl: -4.39 -1.79 -6.54  -0.14
Cl: -1.85 -3.09 -5.98  -0.15
Cl: 4.16 -7.16 -0.77  -0.13
Cl: -4.76 4.11 -0.19  -0.04
Cl: 1.29 -6.76 -0.97  -0.11
Cl: -1.75 -4.34 3.88  -0.12
Cl: -7.04 5.91 -0.18  -0.12
S: -3.23 1.28 2.76  -0.29
P: 0.35 0.46 1.34  0.69
P: 1.58 -1.30 0.82  0.23
O: 2.04 1.18 -4.33  -0.37
O: -0.02 0.98 -5.25  -0.52
O: 4.03 0.28 2.41  -0.43
N: -0.65 1.94 1.91  -0.62
C: 1.84 1.24 2.20  -0.86
C: -2.88 -1.68 -5.64  0.17
C: 0.66 -0.83 -3.80  0.11
C: 1.29 1.33 -1.27  -0.06
C: 0.83 0.53 -4.54  0.60
C: 0.61 -2.55 -0.21  0.50
C: 1.90 2.41 -3.59  -0.74
C: 0.00 0.90 -0.45  -1.14
C: -3.64 5.50 2.50  -0.09
C: -2.58 -3.93 2.37  -0.14
C: 0.90 2.36 -2.40  -1.08
C: 4.90 -0.25 5.74  0.47
C: -6.49 4.26 -0.50  0.00
C: 1.88 -2.19 2.47  -1.01
C: -1.72 1.52 2.27  0.36
C: 2.87 -5.97 -0.89  0.01
C: 3.23 0.79 1.65  -0.09
H: 1.63 -1.26 -3.46  0.36
H: -0.54 0.03 -0.90  0.34
H: 0.95 3.37 -1.91  0.50
H: 3.01 -5.40 -1.80  0.28
H: 1.65 -1.43 3.27  0.36
H: -0.28 -2.88 0.38  -0.44
H: 1.22 -3.47 -0.45  -0.22
H: -3.59 -4.33 2.42  0.38
H: 1.73 2.35 2.09  0.57
H: 2.92 2.63 -3.18  0.37
H: 0.25 -2.14 -1.18  0.00
H: 0.07 -1.55 -4.42  0.15
H: 1.64 3.29 -4.22  0.32
H: -0.55 -0.40 2.07  -0.15
H: 4.87 0.10 4.71  -0.05
H: 1.12 -3.00 2.56  0.36
H: -3.88 6.12 1.64  0.33
H: -0.67 1.80 -0.43  0.63
H: -0.17 2.26 -2.72  0.44
H: 1.87 0.46 -1.64  0.37
H: -2.35 -0.79 -5.97  0.21
H: 3.52 0.92 0.57  0.27
H: 2.93 -2.53 2.56  0.32
H: 0.06 -0.61 -2.89  -0.44
H: 1.93 1.91 -0.55  0.31
H: 1.76 0.97 3.28  0.40
H: -7.02 3.59 0.17  0.30

The value obtained for the LUMO energy is 0.00089 Ha. As for the HOMO-LUMO gap: 7.95 eV. The value obtained for the HOMO energy is -0.2913 hartree. The total energy is -280512.8839 eV.



(3)
Computed, not measured: a molecular structure, C17H27CsF6NO5PS7 at a distorted geometry, with ωB97M-V/def2-TZVPD.

Each line ends with the Mulliken charge.
Cartesian coordinates (Å):
Cs: -16.78 1.98 -7.52  0.87
S: -13.02 1.20 -6.55  0.98
S: -20.87 6.77 -9.52  -0.12
S: -14.82 -0.99 -6.08  0.89
S: -19.89 3.91 -6.35  -0.51
S: -23.51 7.97 -8.55  -0.45
S: -22.11 5.81 -7.02  -0.14
S: -18.34 5.24 -9.01  -0.28
P: -16.05 6.64 -6.25  0.14
F: -10.51 1.27 -5.64  -0.22
F: -11.62 -0.55 -5.17  -0.22
F: -10.92 -0.22 -7.21  -0.23
F: -16.09 -3.39 -7.00  -0.22
F: -16.83 -1.50 -7.76  -0.20
F: -14.92 -2.29 -8.48  -0.24
O: -15.95 -0.26 -5.52  -0.60
O: -15.73 2.92 -10.53  -0.56
O: -13.48 1.77 -5.34  -0.58
O: -14.03 -1.80 -5.19  -0.64
O: -12.60 2.07 -7.61  -0.64
N: -13.96 -0.01 -7.05  -0.30
C: -13.96 8.76 -6.81  -1.53
C: -14.76 6.07 -5.00  0.66
C: -13.66 3.29 -11.46  -1.13
C: -15.72 -2.14 -7.37  0.67
C: -20.59 5.05 -7.36  -0.13
C: -14.65 2.37 -10.85  0.81
C: -15.15 7.93 -7.32  0.92
C: -17.96 6.65 -4.26  -1.36
C: -11.40 0.38 -6.13  0.52
C: -14.42 0.91 -10.68  -0.76
C: -19.88 5.65 -8.56  -0.23
C: -16.18 8.74 -8.06  -1.51
C: -14.30 7.11 -3.96  -1.45
C: -13.68 5.37 -5.80  -1.39
C: -22.20 6.97 -8.34  0.04
C: -17.26 7.64 -5.25  0.74
C: -16.99 8.99 -4.59  -1.50
H: -14.27 8.09 -4.47  0.22
H: -17.98 9.39 -4.29  0.48
H: -15.43 0.50 -10.60  0.25
H: -14.30 9.52 -6.04  0.19
H: -13.85 4.29 -11.04  0.26
H: -14.99 7.14 -3.10  0.19
H: -18.86 7.16 -3.89  0.46
H: -17.99 7.73 -6.06  0.38
H: -13.93 0.74 -9.73  0.08
H: -17.34 6.33 -3.37  0.17
H: -12.62 2.99 -11.35  0.32
H: -16.52 9.64 -7.47  0.20
H: -13.15 8.10 -6.39  0.26
H: -13.81 0.47 -11.47  0.37
H: -17.06 8.23 -8.52  0.23
H: -13.19 6.02 -6.54  0.13
H: -15.62 9.13 -8.94  0.49
H: -16.57 9.77 -5.24  0.25
H: -16.38 8.99 -3.66  0.20
H: -13.49 9.37 -7.57  0.47
H: -13.84 3.33 -12.52  0.35
H: -14.16 4.58 -6.44  0.23
H: -12.96 4.80 -5.12  0.44
H: -13.27 6.90 -3.69  0.44
H: -18.28 5.73 -4.74  0.20
H: -14.66 7.24 -8.07  0.16
H: -15.33 5.25 -4.48  0.47

The charge is -2. The energy above the lowest of the compared OMol25 structures with the same formula, charge and spin is 0.000 eV. The value obtained for the LUMO energy is 0.12110 Ha. As for the HOMO-LUMO gap: 2.95 eV. The value obtained for the HOMO energy is 0.0127 hartree. The total energy is -131783.6796 eV.



(4)
Computed, not measured: C17H27N3O4S2 in the gas phase, with ωB97M-V/def2-TZVPD.

Each line ends with the Mulliken charge.
Cartesian coordinates (Å):
S: -1.76 2.40 0.17  -0.31
S: 1.98 -2.95 1.05  1.24
O: 2.36 -3.05 2.43  -0.70
O: 1.47 -4.12 0.41  -0.68
O: -5.21 0.08 2.74  -0.67
O: 0.25 -0.21 -1.68  -0.73
N: 1.07 0.80 0.16  0.55
N: -3.57 1.02 1.49  -0.07
N: -2.27 -0.19 -0.01  0.19
C: 2.78 -0.94 -0.47  -0.80
C: -2.30 -2.32 -1.91  0.17
C: 1.36 2.00 0.92  -1.26
C: 2.75 2.57 0.60  1.29
C: -3.55 -1.87 -2.66  -1.46
C: -0.69 1.90 -1.21  -1.14
C: -2.60 0.91 0.56  0.17
C: 0.82 -1.55 0.86  -0.28
C: 2.84 3.01 -0.86  -1.52
C: -2.59 -2.57 -0.43  -1.06
C: -4.35 -0.08 1.90  0.06
C: -3.99 -1.29 1.21  -0.61
C: 1.77 -0.41 0.57  -1.08
C: 0.25 0.74 -0.92  0.83
C: 3.37 -2.22 0.10  -0.86
C: 3.04 3.75 1.54  -1.68
C: -2.98 -1.32 0.30  0.76
H: 2.58 2.19 -1.53  0.34
H: 3.01 3.43 2.58  0.42
H: -3.40 -3.30 -0.32  0.44
H: 2.32 -0.16 1.49  0.73
H: -4.34 -2.62 -2.59  0.36
H: -1.70 -2.99 0.05  0.24
H: 2.17 3.85 -1.04  0.32
H: 0.17 -1.75 0.01  -0.15
H: -0.15 2.80 -1.50  0.38
H: -3.79 1.92 1.91  0.24
H: -1.33 1.58 -2.03  0.52
H: -1.52 -1.57 -2.00  -0.15
H: 2.30 4.53 1.40  0.36
H: -1.93 -3.25 -2.35  0.54
H: 0.62 2.77 0.70  0.43
H: 3.69 -2.92 -0.65  0.47
H: 1.29 1.76 1.98  0.17
H: -3.92 -0.94 -2.25  0.29
H: 0.25 -1.43 1.78  0.59
H: -4.56 -2.17 1.45  0.48
H: 3.55 -0.20 -0.67  0.41
H: 2.24 -1.15 -1.39  0.41
H: -3.32 -1.71 -3.71  0.42
H: 4.02 4.16 1.33  0.41
H: 3.50 1.80 0.78  0.14
H: 4.16 -2.04 0.82  0.38
H: 3.86 3.33 -1.09  0.44

The energy above the lowest of the compared OMol25 structures with the same formula, charge and spin is 0.000 eV. The value obtained for the LUMO energy is 0.00821 Ha. As for the HOMO-LUMO gap: 9.20 eV. The value obtained for the HOMO energy is -0.3299 hartree. The total energy is -52399.0392 eV.



(5)
Computed, not measured: C17H27NO3 in the gas phase, with ωB97M-V/def2-TZVPD.

Each line ends with the Mulliken charge.
Cartesian coordinates (Å):
O: -3.00 3.50 2.27  -0.38
O: 1.67 -1.01 -0.13  -0.32
O: 1.37 0.25 2.67  -0.36
N: -1.67 1.03 2.69  0.03
C: 0.21 -0.55 2.50  -0.35
C: 0.80 -1.07 -4.18  -0.99
C: 0.64 -2.04 -1.98  0.67
C: -3.72 2.31 2.45  -0.65
C: 1.87 0.01 -2.33  -0.75
C: 1.57 -0.02 -3.69  0.44
C: 2.07 1.06 -4.59  -1.57
C: 2.40 0.05 0.44  -0.67
C: -0.92 0.00 3.37  -1.06
C: 1.41 -0.98 -1.48  0.79
C: 0.34 -2.07 -3.34  1.17
C: -0.49 -3.19 -3.90  -1.54
C: -0.93 2.27 2.55  -0.27
C: -2.95 1.31 3.32  -0.55
C: 0.14 -3.11 -1.06  -1.78
C: -1.74 3.24 1.70  -0.78
C: 2.49 -0.19 1.96  -0.89
H: 0.00 -4.15 -3.73  0.33
H: -4.66 2.58 2.92  0.36
H: -0.11 -0.55 1.46  0.21
H: -1.47 -3.22 -3.41  0.32
H: -2.82 1.74 4.33  0.31
H: -1.61 -0.82 3.59  0.52
H: 2.47 0.83 -1.96  0.52
H: 3.41 0.09 0.02  0.59
H: -0.74 2.73 3.54  0.27
H: 0.45 -1.58 2.80  0.53
H: 1.78 0.88 -5.62  0.35
H: -3.52 0.38 3.40  0.40
H: -0.49 0.36 4.32  0.32
H: 0.57 -1.10 -5.23  0.25
H: 0.03 2.06 2.08  0.21
H: -3.91 1.84 1.47  0.34
H: 1.67 2.03 -4.28  0.33
H: -0.64 -3.06 -4.97  0.38
H: 0.49 -4.09 -1.38  0.39
H: 3.16 1.13 -4.54  0.34
H: 0.49 -2.93 -0.05  0.31
H: 2.66 -1.26 2.13  0.34
H: 1.90 1.02 0.26  0.41
H: -1.23 4.20 1.61  0.36
H: -0.95 -3.13 -1.05  0.33
H: -1.87 2.81 0.69  0.36
H: 3.33 0.38 2.36  0.41

The energy above the lowest of the compared OMol25 structures with the same formula, charge and spin is 1.892 eV. The value obtained for the LUMO energy is 0.02960 Ha. As for the HOMO-LUMO gap: 9.09 eV. The value obtained for the HOMO energy is -0.3044 hartree. The total energy is -25698.8641 eV.